Entry 1:
An isolated molecule of C4H12N2O, computed with the ωB97M-V functional and the def2-TZVPD basis.

CARTESIAN COORDINATES (ANGSTROEM)
N  1.366  -1.283  2.281
C  0.993  -0.361  1.206
C  0.917  -1.137  -0.124
N  0.309  -0.512  -1.279
C  -1.086  -0.070  -1.193
C  -1.245  1.440  -1.156
O  -2.535  1.710  -0.585
H  0.790  -1.176  3.110
H  2.285  -1.074  2.648
H  0.273  0.446  1.331
H  1.919  0.256  1.145
H  0.465  -2.137  0.024
H  1.966  -1.312  -0.444
H  0.928  0.050  -1.834
H  -1.633  -0.502  -0.334
H  -1.665  -0.520  -2.017
H  -1.223  1.792  -2.165
H  -0.395  1.875  -0.542
H  -2.428  2.513  -0.071

Calculated values
- total charge = 0
- SMILES string = NCCNCCO
- Kohn-Sham gap (eV) = 9.11
- energy above the lowest of the compared OMol25 structures with the same formula, charge and spin (kJ/mol) = 223.8



Entry 2:
A cluster of 2 separate species, C4H12N2O in total, computed with the ωB97M-V functional and the def2-TZVPD basis.

CARTESIAN COORDINATES (ANGSTROEM)
N  -2.116  -2.818  -0.451
C  -1.122  -1.897  -0.042
C  -0.813  -0.846  -0.816
C  -0.106  0.492  -0.476
C  1.297  0.463  -0.881
N  1.697  -0.881  -1.291
H  -2.599  -2.576  -1.356
H  -2.447  -3.438  0.217
H  -0.543  -2.035  0.955
H  -1.185  -0.830  -1.807
H  -0.573  1.263  -0.953
H  -0.112  0.554  0.576
H  1.433  1.065  -1.696
H  1.961  0.850  -0.164
H  2.588  -0.828  -1.711
H  1.041  -1.599  -1.743
O  0.662  4.425  3.245
H  1.067  4.840  4.126
H  1.479  3.953  3.086

Calculated values
- total charge = 0
- SMILES string = N/C=C/CCN.O
- Kohn-Sham gap (eV) = 8.44
- energy above the lowest of the compared OMol25 structures with the same formula, charge and spin (kJ/mol) = 333.5



Entry 3:
A cluster of 2 separate species, C4H12N2O in total, computed with the ωB97M-V functional and the def2-TZVPD basis.

CARTESIAN COORDINATES (ANGSTROEM)
C  -1.657  1.472  1.564
C  -1.212  1.030  0.164
C  0.321  1.025  0.048
N  0.732  0.632  -1.308
C  1.847  0.094  -1.517
N  2.782  -0.486  -0.608
H  -2.676  1.186  1.813
H  -0.764  1.164  2.097
H  -1.669  2.576  1.664
H  -1.521  0.000  -0.011
H  -1.630  1.625  -0.663
H  0.660  0.397  0.891
H  0.613  2.072  0.013
H  2.202  -0.146  -2.515
H  3.281  -1.165  -1.158
H  2.542  -0.711  0.341
O  -1.504  -3.580  0.107
H  -1.567  -3.043  -0.703
H  -0.781  -4.141  -0.221

Calculated values
- total charge = 0
- SMILES string = CCC/N=C\N.O
- Kohn-Sham gap (eV) = 9.82
- energy above the lowest of the compared OMol25 structures with the same formula, charge and spin (kJ/mol) = 187.4



Entry 4:
An isolated molecule of C4H12N2O, computed with the ωB97M-V functional and the def2-TZVPD basis.

CARTESIAN COORDINATES (ANGSTROEM)
N  -0.901  2.714  -0.647
C  -0.615  1.375  -1.188
N  0.784  0.963  -0.982
C  0.975  0.006  0.111
C  0.265  -1.331  -0.038
C  -0.627  -1.706  1.125
O  0.056  -1.624  2.345
H  -0.212  3.338  -1.059
H  -0.546  2.685  0.308
H  -1.260  0.700  -0.638
H  -0.772  1.445  -2.263
H  1.120  0.601  -1.861
H  2.037  -0.129  0.199
H  0.725  0.526  1.039
H  -0.243  -1.427  -0.989
H  1.025  -2.118  -0.114
H  -1.414  -0.970  1.194
H  -1.062  -2.691  0.926
H  0.667  -2.358  2.532

Calculated values
- total charge = 0
- SMILES string = NCNCCCO
- Kohn-Sham gap (eV) = 9.75
- energy above the lowest of the compared OMol25 structures with the same formula, charge and spin (kJ/mol) = 164.5



Record order is preserved below.
E_tot: -344.299789 -344.257995 -344.313634 -344.322350 a.u.